# 1
{"formula": "C7H4Cl4NiO3Te4", "method": "wB97M-V/def2-TZVPD", "symbols": ["Ni", "Cl", "C", "C", "Cl", "C", "Cl", "C", "O", "C", "O", "C", "Cl", "Te", "Te", "Te", "Te", "C", "O", "H", "H", "H", "H"], "coordinates": [[-2.23496, 0.50425, -0.97932], [2.56143, 0.52799, 4.21738], [2.04685, 0.36701, 2.56250], [2.98508, 0.23302, 1.55955], [4.68283, 0.20417, 1.93582], [2.54321, 0.11668, 0.23314], [3.71132, -0.04850, -1.05084], [1.19353, 0.14402, -0.13140], [0.81300, 0.08754, -1.37367], [0.20068, 0.22790, 0.92909], [-1.05671, 0.17207, 0.66981], [0.68278, 0.36948, 2.23873], [-0.50039, 0.53595, 3.50869], [-4.64857, -0.09066, -1.47137], [-3.88686, 1.97508, 0.09405], [-3.25660, 3.93081, -1.71327], [-0.81198, 2.49592, -1.68523], [-0.93547, -2.30164, -1.51236], [-1.09811, -1.02248, -2.07829], [-0.71658, -2.25629, -0.44008], [-0.12304, -2.84819, -2.00764], [-1.86575, -2.85578, -1.65362], [-0.28568, -0.46835, -1.85168]], "forces_ev_per_a": [[2.0, -1.4, 0.0], [0.0, 0.0, 0.0], [0.1, 0.0, -0.1], [-0.2, 0.0, 0.1], [0.0, 0.0, 0.0], [0.0, 0.0, -0.1], [0.0, 0.0, 0.0], [-0.1, -0.1, -0.1], [1.5, 1.0, 0.5], [0.2, 0.0, -0.1], [-0.5, -0.2, -0.2], [-0.1, 0.0, 0.1], [0.0, 0.0, 0.0], [-0.7, -0.2, -0.2], [-1.2, 1.1, 0.6], [0.4, -0.3, 0.3], [0.1, 0.6, -0.7], [-0.1, 0.1, 0.0], [-2.1, -0.6, -0.5], [0.0, 0.1, 0.0], [0.0, 0.0, 0.0], [0.0, -0.1, 0.0], [0.8, -0.1, 0.4]], "max_force_ev_per_a": 2.422, "e_lumo_ev": [4.1, 4.1], "e_above_lowest_kcal_mol": 27.47, "multiplicity": 3, "total_charge": -2, "orbital_gap_ev": [5.13, 5.22]}

# 2
{"formula": "C4H7NO2", "method": "wB97M-V/def2-TZVPD", "symbols": ["C", "N", "C", "C", "C", "O", "O", "H", "H", "H", "H", "H", "H", "H"], "coordinates": [[2.17295, 0.05925, 0.14663], [1.00870, -0.65686, 0.21173], [-0.52422, 0.50780, -1.19770], [-0.16728, 0.12107, 0.24370], [-1.28433, -0.73523, 0.90846], [-2.43145, -0.63673, 0.28564], [2.27218, 1.26277, -0.01251], [3.06793, -0.57584, 0.20391], [0.12767, 1.00585, 0.82303], [-0.11392, -0.24412, -1.88274], [-1.62508, 0.33474, -1.25059], [-0.18980, 1.48150, -1.53377], [-1.40851, -0.18777, 1.88265], [-0.90482, -1.73643, 1.17155]], "forces_ev_per_a": [[1.3, 0.5, 0.9], [-2.4, 0.3, -1.2], [-1.3, -1.3, -1.1], [4.2, 0.7, 0.9], [-2.4, -0.8, 0.0], [0.7, -0.5, 0.5], [-0.2, -0.3, -0.1], [0.0, 0.0, -0.1], [-0.7, 0.4, -0.2], [0.1, 0.2, 0.2], [0.3, 0.4, 0.1], [0.1, 0.2, 0.5], [0.4, 0.4, -0.1], [-0.1, -0.1, -0.2]], "max_force_ev_per_a": 4.308, "e_lumo_ev": -4.1, "e_above_lowest_kcal_mol": 160.71, "total_charge": 0, "orbital_gap_ev": 5.27}

# 3
{"formula": "C4H7NO", "method": "wB97M-V/def2-TZVPD", "symbols": ["C", "C", "C", "O", "C", "N", "H", "H", "H", "H", "H", "H", "H"], "coordinates": [[1.08223, -1.23731, -0.41340], [-0.24391, -0.35621, -0.39332], [-0.97040, 0.16677, 1.01541], [-0.57530, 1.53848, 1.14426], [-0.16998, 1.83488, -0.12233], [0.02894, 0.93050, -0.98357], [1.44486, -1.31753, -1.45546], [0.95629, -2.27975, -0.07698], [1.92107, -0.80567, 0.14865], [-0.98281, -0.95564, -0.93676], [-0.35998, -0.58004, 1.43909], [-2.07372, 0.17667, 0.98055], [-0.05728, 2.88486, -0.34615]], "forces_ev_per_a": [[-0.4, 0.3, 0.2], [-0.5, 0.3, 0.2], [0.8, -0.9, -2.6], [0.3, -0.9, -0.5], [0.3, 0.1, -0.6], [-0.1, 0.7, -0.5], [-0.4, 0.3, 0.4], [-0.3, 0.5, 0.1], [-0.4, 0.1, 0.1], [0.0, 0.4, -0.2], [-0.3, -0.3, 3.1], [0.8, -0.8, 0.2], [0.1, 0.1, 0.2]], "max_force_ev_per_a": 3.141, "e_lumo_ev": 1.0, "e_above_lowest_kcal_mol": 53.81, "total_charge": 0, "smiles": "C[C@H]1COC=N1", "orbital_gap_ev": 10.59}

# 4
{"formula": "C20H31FN3O5P", "method": "wB97M-V/def2-TZVPD", "symbols": ["N", "P", "C", "C", "C", "C", "C", "C", "C", "C", "O", "F", "C", "O", "C", "C", "C", "O", "H", "H", "H", "H", "H", "H", "H", "H", "H", "C", "O", "C", "C", "C", "N", "H", "H", "H", "H", "H", "H", "H", "H", "H", "H", "H", "C", "O", "C", "C", "C", "N", "H", "H", "H", "H", "H", "H", "H", "H", "H", "H", "H"], "coordinates": [[1.08055, -1.30850, 1.52662], [0.98536, -0.30004, 0.27594], [-0.78093, -0.02001, -0.36076], [-1.81204, -1.18291, -0.12776], [-3.25435, -0.97590, -0.67287], [-3.62620, 0.37369, -1.42216], [-2.56096, 1.51894, -1.62560], [-1.11135, 1.33732, -1.07360], [-0.00145, 2.51780, -1.23695], [-0.78918, 3.90849, -1.50932], [-1.40274, 4.48489, -0.56862], [-0.85314, 4.50783, -2.82670], [-5.16400, 0.50924, -1.92055], [-5.49198, 1.05354, -3.01425], [-6.23942, -0.16453, -0.90920], [-5.90144, -1.38308, -0.21564], [-4.44987, -2.05693, -0.48730], [-4.28994, -3.30285, -0.58361], [1.53000, -0.78502, 2.29795], [1.57835, 0.99602, 0.56370], [1.72559, -0.85828, -0.83590], [-1.52353, -2.15057, 0.43715], [-2.93786, 2.44950, -2.18417], [0.75878, 2.27824, -2.05540], [0.47740, 2.62687, -0.19076], [-7.25615, 0.29829, -0.67905], [-6.66356, -1.81581, 0.51619], [3.62976, -2.82377, -0.70208], [3.56030, -1.99382, -1.85336], [4.68900, -2.08725, -2.71838], [4.63900, -3.27853, -3.69889], [4.97574, -4.61588, -3.04682], [3.32988, -3.38349, -4.35558], [4.65023, -2.92345, -0.32363], [3.20335, -3.80391, -0.92231], [3.01609, -2.36911, 0.07883], [4.68121, -1.16525, -3.31027], [5.62168, -2.07969, -2.14165], [5.39510, -3.09716, -4.47075], [4.15828, -5.00392, -2.43640], [5.18130, -5.36961, -3.81364], [5.86768, -4.53577, -2.41913], [3.15175, -2.52086, -4.86813], [2.62142, -3.37583, -3.62037], [-1.70187, 2.50754, 5.60365], [-2.05156, 1.72636, 4.47242], [-1.93005, 2.40546, 3.22608], [-0.49883, 2.41769, 2.64941], [0.42344, 3.42212, 3.33390], [0.11816, 1.08484, 2.70704], [-1.97324, 3.55907, 5.48010], [-0.63534, 2.40764, 5.81332], [-2.24232, 2.11174, 6.46604], [-2.56818, 1.85251, 2.52782], [-2.34547, 3.41804, 3.29312], [-0.57418, 2.71483, 1.59740], [0.75607, 3.08531, 4.31748], [1.32567, 3.57884, 2.73307], [-0.06592, 4.39317, 3.44854], [-0.45526, 0.43723, 2.16910], [0.02121, 0.74866, 3.66668]], "forces_ev_per_a": [[0.3, 1.0, -1.0], [0.3, -1.3, 1.2], [-2.4, 0.7, -1.1], [-1.4, 3.1, -2.0], [1.7, 2.3, -0.4], [2.6, -0.6, 1.3], [0.1, -3.3, 1.5], [-2.9, -2.4, -0.1], [-1.3, -0.1, -0.1], [-2.4, 2.3, 3.3], [3.1, -2.7, -5.0], [0.5, -1.9, 2.9], [-0.5, 0.7, -1.8], [1.4, -2.0, 4.6], [1.7, -2.7, 1.5], [0.3, 3.0, -1.9], [0.0, -1.8, -0.2], [-0.5, 4.9, 0.6], [-0.6, -0.5, -0.5], [-0.6, -0.7, -0.7], [-0.7, 0.8, 0.2], [-0.4, 1.9, -1.1], [0.8, -1.5, 1.0], [-1.1, 0.4, 1.2], [-0.6, 0.1, -2.0], [1.6, -0.5, -0.8], [1.4, 0.3, -1.3], [-0.4, 0.0, 0.1], [0.5, 0.0, -0.1], [-0.1, 0.2, -0.3], [-0.2, -0.1, 0.4], [0.2, -0.3, -0.1], [0.0, 0.3, 0.1], [0.0, 0.0, -0.1], [0.2, -0.1, 0.1], [0.0, 0.0, 0.0], [-0.1, 0.0, 0.1], [0.0, -0.1, 0.1], [-0.1, 0.1, 0.0], [0.0, 0.1, 0.0], [-0.1, 0.1, 0.1], [-0.1, 0.0, 0.0], [0.0, -0.2, -0.1], [0.1, -0.1, -0.1], [0.0, -0.4, 0.1], [0.0, 0.4, -0.2], [-0.1, -0.3, -0.2], [0.0, 0.0, 0.6], [0.2, 0.2, -0.1], [-0.5, 0.5, 0.1], [0.1, 0.0, -0.1], [0.0, 0.2, 0.1], [0.0, 0.0, -0.1], [0.1, 0.0, 0.1], [0.1, 0.0, 0.1], [-0.2, 0.0, 0.1], [-0.1, 0.0, -0.1], [-0.1, -0.1, 0.1], [0.0, -0.1, 0.0], [0.0, 0.0, 0.2], [0.1, 0.0, -0.1]], "max_force_ev_per_a": 6.453, "e_lumo_ev": -1.6, "total_charge": 0, "smiles": "N=[PH2]c1cc2c(cc1CC(=O)F)C(=O)C=CC2=O.COC[C@@H](C)N.COC[C@@H](C)N", "orbital_gap_ev": 7.01}

# 5
{"formula": "C12H17N", "method": "wB97M-V/def2-TZVPD", "symbols": ["C", "C", "C", "C", "C", "C", "C", "C", "C", "N", "H", "H", "H", "H", "H", "H", "H", "H", "H", "C", "C", "C", "H", "H", "H", "H", "H", "H", "H", "H"], "coordinates": [[0.60484, -0.03554, -3.77159], [1.59430, 0.01837, -0.17889], [1.12427, -0.66948, -1.31683], [1.05585, 0.26696, -2.38187], [1.47063, 1.48682, -1.90125], [1.65541, -0.54381, 1.10172], [1.32529, -1.94351, 1.21239], [0.81731, -2.61843, 0.10385], [0.73091, -2.04353, -1.16173], [1.76585, 1.33577, -0.53971], [1.54643, 0.13287, 1.95031], [1.50616, -2.50693, 2.12139], [2.40506, 1.93551, -0.05179], [0.46205, -3.63541, 0.26797], [1.73810, 2.40390, -2.39671], [0.34411, -2.60612, -2.00478], [0.38510, 0.87396, -4.33342], [-0.30078, -0.65631, -3.76039], [1.33403, -0.61019, -4.35748], [-1.72545, 0.39323, 1.64084], [-2.65428, 0.23623, 2.84000], [-1.42786, 1.83874, 1.28396], [-0.82173, -0.17598, 1.86039], [-2.09223, -0.14254, 0.75465], [-3.46371, 0.97961, 2.88130], [-2.34218, 2.44345, 1.41945], [-0.60925, 2.29873, 1.84010], [-2.12170, 0.35151, 3.78437], [-3.09203, -0.76219, 2.87031], [-1.21448, 1.95432, 0.22346]], "forces_ev_per_a": [[-0.2, -0.2, -0.2], [-0.7, -0.1, -0.1], [0.1, -0.1, 0.3], [0.2, -0.2, -0.2], [0.3, 0.2, 0.2], [0.2, 0.1, 0.4], [-0.3, 0.1, -0.4], [0.3, -0.1, 0.5], [-0.3, 0.0, -0.4], [0.1, 0.0, -0.1], [0.5, -0.2, 0.1], [-0.2, 0.2, 0.1], [-0.1, 0.1, 0.0], [0.2, 0.0, -0.2], [-0.2, 0.1, -0.2], [-0.1, 0.0, 0.0], [0.0, 0.0, 0.0], [0.0, 0.1, 0.0], [0.1, 0.1, 0.2], [0.2, -0.6, 0.0], [-0.2, 0.0, 0.2], [-0.6, 0.4, -0.4], [0.2, 0.2, -0.1], [-0.4, 0.3, 0.2], [0.0, -0.2, -0.3], [0.3, -0.1, 0.2], [-0.1, -0.1, 0.1], [0.2, 0.1, 0.0], [-0.1, 0.0, 0.0], [0.4, -0.2, -0.1]], "max_force_ev_per_a": 0.822, "e_lumo_ev": [3.6, 3.6], "e_above_lowest_kcal_mol": 2.43, "multiplicity": 2, "total_charge": -1, "orbital_gap_ev": [3.22, 6.45]}

# 6
{"formula": "C6H13N", "method": "wB97M-V/def2-TZVPD", "symbols": ["C", "C", "C", "C", "N", "C", "C", "H", "H", "H", "H", "H", "H", "H", "H", "H", "H", "H", "H", "H"], "coordinates": [[1.74295, -1.11666, 0.79096], [1.50344, 0.30350, 0.34661], [0.13445, 0.37163, -0.46431], [-0.40987, 1.61721, -0.65269], [-0.44877, 2.60450, 0.37291], [-0.51656, -0.94087, -0.87206], [-1.90544, -1.20120, -0.20437], [2.33376, -1.76174, 0.14411], [2.22480, -1.12470, 1.80467], [0.77972, -1.59521, 0.97629], [1.66387, 0.90493, 1.23377], [2.21561, 0.81015, -0.38014], [-0.80970, 2.02151, -1.72944], [-0.49635, 3.64105, 0.19047], [-0.56074, 2.28561, 1.40029], [-0.69938, -1.11538, -1.97475], [0.02297, -1.94010, -0.63613], [-2.37979, -0.25957, 0.05734], [-2.00450, -1.94119, 0.67339], [-2.39047, -1.56346, -1.07691]], "forces_ev_per_a": [[0.9, -0.6, 1.7], [-0.7, 0.5, -1.2], [0.8, 0.9, 1.1], [-0.8, 0.9, -1.5], [0.3, 0.2, 1.0], [0.3, -2.0, -0.7], [0.3, -0.1, 0.6], [-0.1, 0.1, -0.2], [0.0, 0.0, -0.9], [0.3, 0.0, 0.0], [-0.9, 0.5, 0.1], [-0.3, -1.3, 0.7], [0.1, -1.3, 2.8], [0.1, -2.1, 0.2], [0.5, 0.8, -2.8], [0.3, 0.9, 0.9], [-0.1, 2.2, -0.5], [-0.1, 0.0, 0.2], [0.6, 1.1, -1.4], [-1.4, -0.8, -0.1]], "max_force_ev_per_a": 3.078, "e_lumo_ev": 1.0, "e_above_lowest_kcal_mol": 70.76, "total_charge": 0, "smiles": "CCC(=CN)CC", "orbital_gap_ev": 8.18}